Entry from the Open Molecules 2025 dataset: a 11-piece molecular cluster, C23H43BCl2N5O30 overall in a non-equilibrium geometry (the ωB97M-V functional and the def2-TZVPD basis).

Values from the calculation:
2S+1: 1
Charge: -1
LUMO energy in Ha: 0.058
Largest force on an atom in eV Å⁻¹: 1.7

Last column: Löwdin charge in e.
Element x y z (Å)
O 1.551 -2.461 0.727  0.16
C 0.888 -1.517 0.430  -0.37
O -0.330 -1.229 0.877  0.21
B -0.766 0.036 0.269  -0.89
O 0.282 0.413 -0.692  0.25
C 1.262 -0.470 -0.641  -0.38
O 2.289 -0.462 -1.246  0.15
O -0.993 1.130 1.224  0.20
C -2.227 1.581 1.181  -0.39
O -2.659 2.484 1.839  0.14
C -2.969 0.744 0.123  -0.37
O -2.104 -0.132 -0.374  0.22
O -4.096 0.917 -0.238  0.15
Cl -5.834 2.944 4.032  0.55
C -5.893 1.738 2.704  -0.63
C -6.603 2.269 1.497  -0.69
Cl -8.288 2.752 1.763  0.55
H -6.377 0.838 3.077  0.07
H -4.858 1.509 2.464  0.04
H -6.577 1.493 0.741  0.04
H -6.071 3.095 1.028  0.07
C -2.284 -3.707 -0.777  0.06
N -1.357 -4.546 -1.574  -0.44
O -0.375 -4.949 -0.988  0.07
O -1.688 -4.879 -2.693  0.07
H -2.396 -4.106 0.225  0.10
H -3.219 -3.440 -1.252  0.08
H -1.745 -2.765 -0.651  0.09
C -5.613 -1.746 -1.559  0.05
N -6.710 -1.004 -0.867  -0.44
O -6.909 -1.220 0.312  0.05
O -7.382 -0.272 -1.560  0.08
H -6.142 -2.514 -2.121  0.11
H -4.959 -2.160 -0.802  0.06
H -5.082 -1.070 -2.215  0.10
C 0.575 2.604 3.653  0.05
N 1.820 2.582 4.459  -0.45
O 2.162 3.625 4.987  0.06
O 2.394 1.520 4.580  0.06
H 0.532 3.539 3.112  0.09
H -0.241 2.516 4.372  0.11
H 0.504 1.704 3.055  0.08
C -3.719 5.525 2.605  0.03
N -3.658 6.762 1.790  -0.45
O -4.706 7.319 1.531  0.06
O -2.561 7.148 1.440  0.06
H -4.538 4.900 2.275  0.06
H -3.760 5.787 3.657  0.10
H -2.779 5.005 2.447  0.07
C 4.448 -0.492 1.163  0.04
N 5.775 -0.677 1.801  -0.45
O 5.793 -1.084 2.945  0.06
O 6.759 -0.540 1.098  0.06
H 4.512 0.248 0.374  0.09
H 3.737 -0.145 1.910  0.10
H 4.093 -1.456 0.808  0.08
C -0.402 -1.991 3.980  -0.03
O -1.423 -2.502 3.147  0.00
C -2.545 -1.812 2.995  -0.60
O -2.757 -0.670 3.317  0.14
O -3.393 -2.628 2.374  -0.01
C -4.744 -2.226 2.131  -0.03
H 0.565 -2.071 3.489  0.09
H -0.355 -2.589 4.895  0.10
H -0.586 -0.962 4.286  0.09
H -5.196 -1.853 3.051  0.10
H -5.281 -3.094 1.771  0.10
H -4.752 -1.423 1.401  0.06
C 5.656 -5.030 -2.671  -0.03
O 4.866 -5.036 -1.483  -0.02
C 4.566 -6.232 -0.951  -0.62
O 4.781 -7.289 -1.471  0.12
O 3.997 -6.117 0.239  0.01
C 3.449 -4.848 0.686  -0.02
H 5.687 -6.024 -3.115  0.09
H 6.676 -4.730 -2.430  0.10
H 5.199 -4.323 -3.357  0.09
H 2.488 -4.737 0.196  0.08
H 4.151 -4.031 0.589  0.08
H 3.243 -5.031 1.740  0.10
C 5.127 -1.002 -3.442  -0.01
O 4.982 -1.733 -4.681  0.00
C 5.970 -1.566 -5.543  -0.64
O 6.963 -0.910 -5.355  0.12
O 5.688 -2.258 -6.645  0.00
C 6.520 -1.979 -7.760  -0.05
H 4.343 -1.363 -2.788  0.08
H 5.078 0.063 -3.654  0.10
H 6.109 -1.214 -3.018  0.10
H 7.455 -2.534 -7.693  0.10
H 6.732 -0.915 -7.839  0.10
H 5.974 -2.291 -8.646  0.09
C 0.609 7.132 -3.235  -0.03
O -0.104 6.122 -2.509  0.01
C 0.386 5.800 -1.317  -0.62
O 1.354 6.290 -0.799  0.12
O -0.386 4.849 -0.802  0.02
C -0.031 4.345 0.484  -0.03
H 0.204 8.103 -2.953  0.10
H 0.394 6.948 -4.285  0.09
H 1.678 7.080 -3.054  0.09
H -0.900 4.473 1.125  0.08
H 0.860 4.850 0.851  0.09
H 0.199 3.281 0.423  0.09